# 1
{
  "formula": "C10H14N4S",
  "method": "ωB97M-V/def2-TZVPD",
  "elements": ["C", "C", "C", "C", "C", "C", "C", "C", "C", "C", "H", "H", "H", "H", "H", "H", "H", "H", "H", "H", "H", "H", "H", "H", "N", "N", "N", "N", "S"],
  "xyz": [[-5.090477, -0.569089, 0.164262], [-3.739525, -1.065770, 0.638182], [-2.816818, 0.037217, 1.187329], [-2.603233, 1.153290, 0.201629], [-1.837196, 0.757813, -1.077814], [-0.336146, -1.324073, -0.848679], [1.450288, -0.420040, -0.216481], [0.582772, 0.593725, -0.432924], [2.202924, 2.106641, 0.289925], [2.791866, -0.173645, 0.210286], [-5.013292, -0.225888, -0.927064], [-5.785789, -1.445689, 0.160087], [-5.449236, 0.287814, 0.845900], [-3.904218, -1.763151, 1.463765], [-3.275706, -1.640821, -0.189785], [-3.277087, 0.532914, 2.077651], [-1.900401, -0.425176, 1.564368], [-3.656239, 1.471076, -0.186651], [-2.179790, 2.123290, 0.643155], [-2.411985, 0.126119, -1.752843], [-1.595850, 1.707795, -1.624699], [-1.012720, -2.095744, -1.176231], [0.256447, 2.648271, -0.301537], [2.496814, 3.119725, 0.478189], [-0.580526, 0.048396, -0.805257], [0.862040, -1.625210, -0.555880], [0.932896, 1.908274, -0.228785], [3.083189, 1.195843, 0.489202], [3.937446, -1.355505, 0.371028]],
  "atomic_forces_ev_per_a": [[-0.6195, 0.6234, -0.7401], [0.3284, -0.1523, 0.3381], [-0.4566, 0.1865, 0.7503], [-1.1780, 1.6784, -1.2267], [0.6306, 0.8622, 0.1138], [-0.8883, 0.0973, -0.6716], [1.2205, -0.8629, -0.2371], [0.3060, 0.8581, 0.6448], [-0.0024, -0.7240, -0.4692], [0.9130, -0.0478, 0.2229], [-0.3376, -0.1391, 1.5712], [0.2279, 1.0093, 0.1021], [0.1849, -1.3656, -1.1802], [0.1199, -0.1211, -0.1283], [0.0234, 0.2733, 0.5397], [0.0657, -0.6622, -0.4780], [0.1648, 0.2025, -0.2243], [1.7294, -0.3303, 0.6953], [-0.3225, -1.5226, -0.3825], [-0.1279, 0.0215, 0.1240], [-0.1422, -0.9170, 0.1883], [-0.6319, 0.4382, -0.0601], [0.1274, 0.1338, 0.0516], [-0.1933, 0.5357, 0.0991], [-1.6352, -0.0439, -0.7103], [1.3000, 0.0761, 0.9414], [-0.0137, -0.2841, 0.2205], [-0.3565, -0.5263, -0.1007], [-0.4364, 0.7029, 0.0061]],
  "homo_lumo_gap_ev": 7.8,
  "multiplicity": 1,
  "lumo_energy_ev": 0.15,
  "smiles": "CCCCCn1cnc2c(=S)nc[nH]c21",
  "e_homo_ev": -7.62,
  "e_above_lowest_kj_mol": 57.2,
  "charge": 0,
  "energy_ha": -1006.641934
}

***

# 2
{
  "formula": "C4H8N3O",
  "method": "ωB97M-V/def2-TZVPD",
  "elements": ["C", "C", "C", "C", "N", "N", "N", "O", "H", "H", "H", "H", "H", "H", "H", "H"],
  "xyz": [[1.235723, 0.887601, 1.607649], [-0.991399, -0.897184, 0.763552], [0.993413, -0.392358, -0.377258], [-0.432341, -1.132364, -0.596791], [1.675585, 0.996460, 2.686379], [-0.002919, 1.826573, -0.206578], [0.529973, 0.737026, 0.478835], [-1.108375, -0.378056, -1.605903], [-1.957529, -0.353296, 0.834006], [-0.544124, -1.519166, 1.568523], [1.482708, -0.922189, 0.328793], [1.464051, -0.067759, -1.239213], [-0.347873, -2.196615, -0.943857], [-0.544612, 1.339050, -0.944312], [-0.200648, 2.778179, 0.166360], [-1.251631, -0.705902, -2.520185]],
  "atomic_forces_ev_per_a": [[0.6837, 1.1306, 3.0291], [0.1957, 0.5372, -0.1694], [-4.7584, -0.4916, -0.1848], [1.9173, 0.1291, -2.2484], [-0.5610, -0.2584, -2.1616], [0.3020, -1.0647, -0.9036], [-1.6332, 0.6643, 0.1745], [-0.6615, 0.6413, 0.2894], [0.7979, -0.5211, 0.3374], [-0.6454, 0.7136, -0.3866], [2.4561, -2.1616, 1.4643], [1.2525, 0.4818, -1.5954], [0.0608, 0.7443, 0.7670], [-0.1312, 1.4880, 0.1924], [0.2251, -1.5791, 0.2330], [0.4995, -0.4536, 1.1628]],
  "homo_lumo_gap_ev": [8.5, 6.7],
  "multiplicity": 1,
  "lumo_energy_ev": [-5.75, -6.90],
  "e_homo_ev": [-14.26, -13.62],
  "e_above_lowest_kj_mol": 730.2,
  "charge": 1,
  "energy_ha": -396.258127
}